{
  "formula": "C7H12",
  "method": "the ωB97M-V functional and the def2-TZVPD basis",
  "de_lowest_ev": 3.990,
  "e_homo_ev": -8.213,
  "largest_force_ev_per_a": 3.4,
  "smiles": "CC[C@H]1C[C@H]2C[C@@H]12",
  "lumo_energy_ha": 0.0439,
  "species": ["C", "C", "C", "C", "C", "C", "C", "H", "H", "H", "H", "H", "H", "H", "H", "H", "H", "H", "H"],
  "coordinates": [[-0.76, -2.27, -1.25], [-1.16, -0.94, -0.56], [0.04, -0.24, 0.72], [1.45, 0.16, 0.23], [1.27, 1.53, 0.89], [0.12, 2.23, 0.26], [-0.17, 1.16, 1.29], [-1.36, -2.43, -2.16], [-0.92, -3.18, -0.64], [0.29, -2.26, -1.55], [-1.18, -0.13, -1.26], [-2.19, -1.07, -0.14], [-0.44, -1.17, 0.93], [1.50, 0.23, -0.86], [2.33, -0.39, 0.59], [2.01, 2.05, 1.50], [-0.07, 3.25, 0.58], [-0.08, 2.04, -0.80], [-0.67, 1.45, 2.21]]
}

{
  "formula": "C7H12",
  "method": "the ωB97M-V functional and the def2-TZVPD basis",
  "de_lowest_ev": 4.060,
  "e_homo_ev": -8.283,
  "largest_force_ev_per_a": 0.5,
  "lumo_energy_ha": 0.0158,
  "species": ["C", "C", "C", "C", "C", "C", "C", "H", "H", "H", "H", "H", "H", "H", "H", "H", "H", "H", "H"],
  "coordinates": [[-2.64, 1.58, 0.32], [-1.77, 0.50, -0.31], [-0.41, 0.35, 0.23], [0.03, -1.05, 0.21], [1.52, -1.26, 0.06], [2.24, -0.35, -0.89], [2.42, -0.18, 0.59], [-3.56, 1.73, -0.25], [-2.09, 2.53, 0.39], [-2.92, 1.28, 1.33], [-2.33, -0.44, -0.46], [-1.47, 0.83, -1.33], [1.90, 0.64, 1.07], [-0.55, -1.73, -0.45], [-0.29, -1.30, 1.25], [1.87, -2.29, 0.13], [3.07, -0.75, -1.46], [1.63, 0.37, -1.43], [3.37, -0.46, 1.02]]
}

{
  "formula": "C7H12",
  "method": "the ωB97M-V functional and the def2-TZVPD basis",
  "de_lowest_ev": 2.818,
  "e_homo_ev": -8.357,
  "largest_force_ev_per_a": 5.1,
  "smiles": "C=C(C)C(=C)CC",
  "lumo_energy_ha": 0.0189,
  "species": ["C", "C", "C", "C", "C", "C", "C", "H", "H", "H", "H", "H", "H", "H", "H", "H", "H", "H", "H"],
  "coordinates": [[-2.16, -1.08, 0.00], [-1.04, -0.26, -0.43], [-0.61, -0.55, -1.86], [-0.19, 0.57, 0.48], [-0.71, 1.14, 1.56], [1.28, 0.90, 0.06], [2.11, -0.16, 0.71], [-2.74, -0.81, 0.86], [-2.74, -1.60, -0.76], [-0.11, -1.55, -1.86], [0.20, -0.01, -2.24], [-1.56, -0.65, -2.48], [0.00, 1.45, 2.33], [-1.77, 0.91, 1.71], [1.29, 0.99, -1.12], [1.75, 1.82, 0.44], [2.53, 0.34, 1.67], [1.51, -1.02, 0.86], [2.95, -0.43, 0.09]]
}

{
  "formula": "C7H12",
  "method": "the ωB97M-V functional and the def2-TZVPD basis",
  "de_lowest_ev": 3.907,
  "e_homo_ev": -8.131,
  "largest_force_ev_per_a": 1.5,
  "lumo_energy_ha": 0.0401,
  "species": ["C", "C", "C", "C", "C", "C", "C", "H", "H", "H", "H", "H", "H", "H", "H", "H", "H", "H", "H"],
  "coordinates": [[-2.27, -0.88, 0.51], [-1.33, -0.02, -0.33], [-0.12, 0.46, 0.47], [0.98, -0.56, 0.89], [2.09, 0.39, 0.35], [1.57, 0.50, -1.34], [0.98, 1.26, -0.24], [-3.13, -1.23, -0.07], [-2.65, -0.31, 1.37], [-1.75, -1.76, 0.91], [-1.00, -0.59, -1.21], [-1.87, 0.85, -0.72], [-0.48, 1.02, 1.34], [0.95, -1.53, 0.38], [1.03, -0.74, 1.97], [2.70, -0.01, -0.61], [2.19, 1.10, -2.02], [1.07, -0.34, -1.79], [1.00, 2.35, -0.31]]
}